# C49H118N6O13

A cluster of 10 separate species, C49H118N6O13 in total (ωB97M-V/def2-TZVPD, the Open Molecules 2025 dataset).

Bonds (Å) are listed after each position.
Cartesian coordinates (Å):
1 C 9.074 -11.861 6.606  O2 1.474, H10 1.090, H11 1.090, H12 1.090
2 O 8.626 -11.595 7.985  C1 1.474, C3 1.407
3 C 9.511 -10.811 8.747  O2 1.407, C4 1.528, H13 1.090, H14 1.090
4 C 9.643 -9.379 8.228  C3 1.528, N5 1.444, H15 1.090, H16 1.090
5 N 8.348 -8.740 8.268  C4 1.444, C6 1.429, H17 1.010
6 C 8.337 -7.368 7.867  N5 1.429, C7 1.561, H18 1.090, H19 1.090
7 C 6.884 -6.802 7.806  C6 1.561, O8 1.403, H20 1.090, H21 1.090
8 O 6.938 -5.454 7.418  C7 1.403, C9 1.424
9 C 5.715 -4.776 7.153  O8 1.424, H22 1.090, H23 1.090, H24 1.090
10 H 9.483 -10.986 6.101  C1 1.090
11 H 8.342 -12.352 5.965  C1 1.090
12 H 9.856 -12.617 6.671  C1 1.090
13 H 10.523 -11.211 8.808  C3 1.090
14 H 9.107 -10.840 9.759  C3 1.090
15 H 10.183 -9.358 7.282  C4 1.090
16 H 10.249 -8.823 8.943  C4 1.090
17 H 7.899 -9.246 7.518  N5 1.010
18 H 8.695 -7.291 6.840  C6 1.090
19 H 8.937 -6.707 8.492  C6 1.090
20 H 6.388 -6.895 8.772  C7 1.090
21 H 6.288 -7.327 7.060  C7 1.090
22 H 5.811 -3.690 7.160  C9 1.090
23 H 4.892 -5.005 7.830  C9 1.090
24 H 5.370 -5.065 6.160  C9 1.090
25 C -2.396 -6.862 4.870  O26 1.407, H34 1.090, H35 1.090, H36 1.090
26 O -2.625 -5.903 3.866  C25 1.407, C27 1.440
27 C -3.810 -6.101 3.073  O26 1.440, C28 1.537, H37 1.090, H38 1.090
28 C -4.302 -4.851 2.327  C27 1.537, N29 1.452, H39 1.090, H40 1.090
29 N -3.376 -4.487 1.270  C28 1.452, C30 1.466, H41 1.010
30 C -3.670 -3.212 0.607  N29 1.466, C31 1.533, H42 1.090, H43 1.090
31 C -2.924 -3.170 -0.731  C30 1.533, O32 1.418, H44 1.090, H45 1.090
32 O -1.578 -2.726 -0.689  C31 1.418, C33 1.409
33 C -1.082 -2.418 -1.971  O32 1.409, H46 1.090, H47 1.090, H48 1.090
34 H -2.312 -7.905 4.566  C25 1.090
35 H -3.219 -6.911 5.584  C25 1.090
36 H -1.432 -6.644 5.329  C25 1.090
37 H -4.681 -6.377 3.668  C27 1.090
38 H -3.500 -6.814 2.310  C27 1.090
39 H -4.503 -4.015 2.998  C28 1.090
40 H -5.203 -5.184 1.813  C28 1.090
41 H -2.478 -4.367 1.717  N29 1.010
42 H -3.430 -2.341 1.216  C30 1.090
43 H -4.736 -3.207 0.380  C30 1.090
44 H -3.483 -2.560 -1.441  C31 1.090
45 H -2.849 -4.181 -1.134  C31 1.090
46 H -1.508 -1.469 -2.298  C33 1.090
47 H -1.340 -3.156 -2.731  C33 1.090
48 H 0.008 -2.388 -1.982  C33 1.090
49 C 10.758 2.762 -5.601  O50 1.438, H58 1.090, H59 1.090, H60 1.090
50 O 9.505 3.161 -6.181  C49 1.438, C51 1.391
51 C 8.657 3.885 -5.350  O50 1.391, C52 1.562, H61 1.090, H62 1.090
52 C 8.534 3.366 -3.882  C51 1.562, N53 1.479, H63 1.090, H64 1.090
53 N 7.871 2.047 -3.968  C52 1.479, C54 1.447, H65 1.010
54 C 7.998 1.256 -2.764  N53 1.447, C55 1.562, H66 1.090, H67 1.090
55 C 7.236 1.812 -1.519  C54 1.562, O56 1.470, H68 1.090, H69 1.090
56 O 7.935 3.029 -1.082  C55 1.470, C57 1.408
57 C 7.314 3.590 0.050  O56 1.408, H70 1.090, H71 1.090, H72 1.090
58 H 10.727 2.190 -4.674  C49 1.090
59 H 11.379 3.644 -5.442  C49 1.090
60 H 11.282 2.180 -6.359  C49 1.090
61 H 7.658 3.940 -5.783  C51 1.090
62 H 9.030 4.907 -5.295  C51 1.090
63 H 7.855 4.006 -3.317  C52 1.090
64 H 9.502 3.403 -3.383  C52 1.090
65 H 8.149 1.467 -4.747  N53 1.010
66 H 9.012 0.987 -2.469  C54 1.090
67 H 7.561 0.321 -3.114  C54 1.090
68 H 7.193 1.068 -0.724  C55 1.090
69 H 6.233 2.120 -1.815  C55 1.090
70 H 7.065 2.823 0.783  C57 1.090
71 H 6.372 4.105 -0.140  C57 1.090
72 H 7.885 4.335 0.604  C57 1.090
73 C 5.070 -10.153 2.001  C74 1.542, H84 1.090, H85 1.090, H86 1.090
74 C 4.066 -10.064 0.834  C73 1.542, C75 1.551, N79 1.469, C83 1.578
75 C 3.297 -8.720 0.912  C74 1.551, C76 1.496, H87 1.090, H88 1.090
76 C 4.025 -7.526 0.379  C75 1.496, C77 1.506, H89 1.090, H90 1.090
77 C 4.373 -7.759 -1.068  C76 1.506, C78 1.563, H91 1.090, H92 1.090
78 C 5.309 -9.001 -1.226  C77 1.563, N79 1.524, C81 1.569, C82 1.521
79 N 4.608 -10.160 -0.528  C74 1.469, C78 1.524, O80 1.421
80 O 5.322 -11.367 -0.754  N79 1.421, H102 0.960
81 C 5.388 -9.250 -2.773  C78 1.569, H93 1.090, H94 1.090, H95 1.090
82 C 6.676 -8.694 -0.631  C78 1.521, H96 1.090, H97 1.090, H98 1.090
83 C 3.025 -11.238 1.005  C74 1.578, H99 1.090, H100 1.090, H101 1.090
84 H 4.611 -10.632 2.865  C73 1.090
85 H 5.635 -9.243 2.202  C73 1.090
86 H 5.707 -10.958 1.632  C73 1.090
87 H 2.304 -8.831 0.476  C75 1.090
88 H 3.078 -8.534 1.963  C75 1.090
89 H 4.902 -7.334 0.998  C76 1.090
90 H 3.497 -6.581 0.511  C76 1.090
91 H 4.933 -6.904 -1.446  C77 1.090
92 H 3.412 -7.913 -1.558  C77 1.090
93 H 5.546 -8.384 -3.416  C81 1.090
94 H 6.022 -10.098 -3.032  C81 1.090
95 H 4.414 -9.609 -3.104  C81 1.090
96 H 7.527 -9.223 -1.060  C82 1.090
97 H 6.928 -7.635 -0.688  C82 1.090
98 H 6.707 -8.925 0.433  C82 1.090
99 H 2.406 -11.241 0.107  C83 1.090
100 H 2.386 -10.993 1.853  C83 1.090
101 H 3.428 -12.242 1.141  C83 1.090
102 H 4.729 -11.960 -1.221  O80 0.960
103 C -1.704 9.357 -10.311  C104 1.505, H114 1.090, H115 1.090, H116 1.090
104 C -2.643 9.866 -9.251  C103 1.505, C105 1.565, N109 1.502, C113 1.549
105 C -4.111 9.498 -9.648  C104 1.565, C106 1.544, H117 1.090, H118 1.090
106 C -5.173 9.758 -8.559  C105 1.544, C107 1.600, H119 1.090, H120 1.090
107 C -4.737 8.922 -7.266  C106 1.600, C108 1.514, H121 1.090, H122 1.090
108 C -3.334 9.223 -6.783  C107 1.514, N109 1.498, C111 1.537, C112 1.505
109 N -2.373 9.201 -7.931  C104 1.502, C108 1.498, O110 1.382
110 O -1.059 9.339 -7.526  N109 1.382, H132 0.960
111 C -3.360 10.532 -5.977  C108 1.537, H123 1.090, H124 1.090, H125 1.090
112 C -3.030 8.065 -5.870  C108 1.505, H126 1.090, H127 1.090, H128 1.090
113 C -2.623 11.413 -9.166  C104 1.549, H129 1.090, H130 1.090, H131 1.090
114 H -0.664 9.653 -10.174  C103 1.090
115 H -1.997 9.761 -11.280  C103 1.090
116 H -1.695 8.269 -10.244  C103 1.090
117 H -4.414 10.033 -10.549  C105 1.090
118 H -4.153 8.449 -9.939  C105 1.090
119 H -6.132 9.440 -8.967  C106 1.090
120 H -5.198 10.826 -8.342  C106 1.090
121 H -5.039 7.883 -7.400  C107 1.090
122 H -5.453 9.106 -6.465  C107 1.090
123 H -3.652 11.468 -6.454  C111 1.090
124 H -3.819 10.413 -4.995  C111 1.090
125 H -2.316 10.711 -5.722  C111 1.090
126 H -3.066 7.124 -6.419  C112 1.090
127 H -1.996 8.107 -5.525  C112 1.090
128 H -3.674 7.922 -5.003  C112 1.090
129 H -2.815 11.905 -10.119  C113 1.090
130 H -1.630 11.733 -8.849  C113 1.090
131 H -3.247 11.810 -8.366  C113 1.090
132 H -0.723 8.456 -7.358  O110 0.960
133 C -10.565 3.088 -1.228  C134 1.608, H144 1.090, H145 1.090, H146 1.090
134 C -10.680 4.036 0.067  C133 1.608, C135 1.548, N139 1.519, C143 1.593
135 C -10.334 5.483 -0.359  C134 1.548, C136 1.515, H147 1.090, H148 1.090
136 C -11.468 6.127 -1.130  C135 1.515, C137 1.581, H149 1.090, H150 1.090
137 C -12.859 5.991 -0.389  C136 1.581, C138 1.560, H151 1.090, H152 1.090
138 C -13.247 4.572 0.132  C137 1.560, N139 1.495, C141 1.560, C142 1.569
139 N -12.036 3.944 0.744  C134 1.519, C138 1.495, O140 1.394
140 O -12.297 2.619 1.095  N139 1.394, H162 0.960
141 C -14.314 4.752 1.255  C138 1.560, H153 1.090, H154 1.090, H155 1.090
142 C -13.908 3.859 -1.098  C138 1.569, H156 1.090, H157 1.090, H158 1.090
143 C -9.651 3.576 1.193  C134 1.593, H159 1.090, H160 1.090, H161 1.090
144 H -11.357 3.326 -1.937  C133 1.090
145 H -10.769 2.067 -0.907  C133 1.090
146 H -9.590 3.151 -1.712  C133 1.090
147 H -10.100 6.081 0.521  C135 1.090
148 H -9.498 5.518 -1.057  C135 1.090
149 H -11.506 5.738 -2.147  C136 1.090
150 H -11.247 7.179 -1.312  C136 1.090
151 H -13.472 6.367 -1.207  C137 1.090
152 H -12.818 6.711 0.429  C137 1.090
153 H -13.928 5.311 2.108  C141 1.090
154 H -15.239 5.266 0.995  C141 1.090
155 H -14.572 3.786 1.690  C141 1.090
156 H -13.823 4.217 -2.125  C142 1.090
157 H -13.450 2.872 -1.173  C142 1.090
158 H -14.990 3.786 -0.997  C142 1.090
159 H -9.759 4.067 2.160  C143 1.090
160 H -8.639 3.857 0.898  C143 1.090
161 H -9.766 2.521 1.440  C143 1.090
162 H -12.032 2.550 2.015  O140 0.960
163 C -0.240 2.977 1.280  O164 1.416, H165 1.090, H166 1.090, H167 1.090
164 O 0.385 1.767 1.667  C163 1.416, H168 0.960
165 H 0.274 3.775 1.817  C163 1.090
166 H -0.055 3.253 0.242  C163 1.090
167 H -1.325 2.918 1.367  C163 1.090
168 H 0.171 1.154 0.960  O164 0.960
169 C -3.293 0.535 6.397  O170 1.414, H171 1.090, H172 1.090, H173 1.090
170 O -1.921 0.200 6.322  C169 1.414, H174 0.960
171 H -3.844 0.200 5.518  C169 1.090
172 H -3.669 0.097 7.322  C169 1.090
173 H -3.539 1.580 6.589  C169 1.090
174 H -1.634 0.465 5.445  O170 0.960
175 C 1.527 4.678 8.109  O176 1.502, H177 1.090, H178 1.090, H179 1.090
176 O 0.441 3.892 8.786  C175 1.502, H180 0.960
177 H 1.486 4.523 7.031  C175 1.090
178 H 1.413 5.741 8.324  C175 1.090
179 H 2.501 4.301 8.419  C175 1.090
180 H 0.352 2.999 8.444  O176 0.960
181 C -0.457 9.997 1.681  O182 1.383, H183 1.090, H184 1.090, H185 1.090
182 O -0.231 9.820 3.034  C181 1.383, H186 0.960
183 H -0.905 10.970 1.481  C181 1.090
184 H 0.395 9.916 1.006  C181 1.090
185 H -1.198 9.262 1.368  C181 1.090
186 H 0.393 10.532 3.197  O182 0.960

The SMILES is CC1(C)CCCC(C)(C)N1O.CC1(C)CCCC(C)(C)N1O.CC1(C)CCCC(C)(C)N1O.COCCNCCOC.COCCNCCOC.COCCNCCOC.CO.CO.CO.CO. The LUMO energy is 0.00981 hartree. As for the total energy: -88271.326 eV. Its total charge is 0. The gap between HOMO and LUMO comes out at 8.52 eV. The calculation puts the HOMO energy at -8.3 eV.